(1)
This record from OMol25 describes a 3-piece molecular cluster, C23H26F16I2O12S overall. The level of theory is ωB97M-V with the def2-TZVPD basis set.

Output
HOMO-LUMO gap: 9.00 eV
Spin multiplicity: 1
Highest occupied orbital energy: -9.49 eV

Cartesian coordinates (Å):
C (-1.616358, 1.845816, 3.064072)
C (-1.470303, 2.647219, 1.809050)
O (-0.511038, 2.712446, 1.106064)
O (-2.634470, 3.339524, 1.534113)
C (-2.716971, 4.066772, 0.358444)
O (-1.965106, 4.953364, 0.100058)
C (-3.883542, 3.655955, -0.515086)
C (-3.367762, 2.893664, -1.744088)
O (-2.218669, 2.101589, -1.338018)
S (-2.670976, 0.640978, -0.895067)
O (-2.067229, -0.285469, -1.783630)
O (-2.579868, 0.461005, 0.507409)
O (-4.226941, 0.853922, -1.225626)
C (-4.319720, 1.811026, -2.300507)
C (-5.747053, 2.346031, -2.541343)
O (-6.460794, 2.698464, -1.387750)
C (-7.117986, 1.636447, -0.747564)
O (-7.239658, 2.048117, 0.577491)
C (-8.005674, 1.171282, 1.391776)
C (-7.130118, 0.344336, 2.307580)
O (-6.543590, -0.797905, 1.691657)
C (-3.851293, 1.216088, -3.637956)
I (-2.463249, 2.324823, -4.761884)
C (-4.249573, 0.063679, -4.166249)
C (-3.773456, -0.520887, -5.462639)
I (-5.602994, -1.225263, -3.201633)
H (-1.395109, 2.483527, 3.920909)
H (-2.632634, 1.473209, 3.166602)
H (-0.918141, 1.014605, 3.018864)
H (-4.317277, 4.599067, -0.855038)
H (-4.655362, 3.121452, 0.028688)
H (-3.067423, 3.611889, -2.499419)
H (-5.608244, 3.269980, -3.109469)
H (-6.305776, 1.659453, -3.180875)
H (-8.108334, 1.474334, -1.202074)
H (-6.525556, 0.717481, -0.824437)
H (-8.630054, 0.516654, 0.767840)
H (-8.675092, 1.793309, 1.988709)
H (-6.310277, 0.985575, 2.640901)
H (-7.708843, 0.016425, 3.175740)
H (-6.934814, -0.935402, 0.825088)
H (-4.471537, -1.263784, -5.838447)
H (-3.650249, 0.252516, -6.219754)
H (-2.811128, -1.014495, -5.306013)
F (3.510363, -0.081503, -1.103608)
C (2.756149, 0.887796, -1.665485)
F (3.049450, 0.940940, -2.984114)
C (3.072030, 2.248720, -1.037115)
F (4.343744, 2.601411, -1.318552)
F (2.241066, 3.124978, -1.676248)
C (2.783477, 2.414502, 0.457124)
O (3.887546, 2.284763, 1.334371)
C (4.260240, 1.090184, 1.857211)
F (3.404763, 0.097589, 1.555381)
F (4.272823, 1.211665, 3.211005)
C (5.696836, 0.719276, 1.459439)
F (5.815359, 0.642710, 0.122389)
F (5.986398, -0.500076, 1.981199)
H (1.697208, 0.646034, -1.544005)
H (2.471564, 3.451422, 0.566849)
H (1.937320, 1.800369, 0.765251)
H (6.397446, 1.458528, 1.850050)
F (8.950595, -5.118465, 2.449577)
C (8.156163, -4.560695, 3.385754)
F (8.413137, -5.156161, 4.571516)
C (6.679243, -4.775087, 3.039855)
F (6.383580, -6.088549, 3.085916)
F (5.995097, -4.152459, 4.048521)
C (6.159105, -4.150094, 1.741842)
O (6.058057, -5.005645, 0.623319)
C (7.088683, -5.185476, -0.247154)
F (8.130850, -4.377854, 0.014471)
F (6.639627, -4.877124, -1.489557)
C (7.526762, -6.656726, -0.309649)
F (7.917493, -7.081677, 0.906921)
F (8.574531, -6.761616, -1.157510)
H (8.379165, -3.493900, 3.467359)
H (5.129487, -3.873400, 1.963129)
H (6.693568, -3.229205, 1.506010)
H (6.701319, -7.273995, -0.667952)

Cartesian forces (eV/Å) of the 6 atoms listed first:
-0.0833 -0.0092 -0.0636
-0.0458 0.1575 0.1046
0.2714 -0.1174 -0.0276
-0.2483 -0.2400 -0.1307
0.3173 0.2868 -0.0553
-0.1679 -0.1595 0.0296

***

(2)
This record from OMol25 describes a 2-piece molecular cluster, C46H45ClN3O overall at a distorted geometry. The level of theory is ωB97M-V with the def2-TZVPD basis set.

Output
Net charge: +1
HOMO-LUMO gap: 2.73 eV
Spin multiplicity: 1
Highest occupied orbital energy: -8.03 eV

Cartesian coordinates (Å):
Cl (1.498203, -8.916722, -2.956584)
C (1.418286, -7.383426, -2.175650)
C (2.543846, -6.541387, -2.146383)
C (2.497294, -5.332980, -1.452779)
C (1.350965, -4.987023, -0.700226)
C (1.420905, -4.048010, 0.399675)
C (0.428412, -4.071639, 1.552879)
C (0.982198, -3.004445, 2.562471)
C (2.334761, -2.659168, 2.006173)
C (2.552461, -3.294533, 0.783814)
C (0.164266, -5.749420, -0.898306)
C (0.207511, -6.955727, -1.595793)
H (3.443101, -6.848699, -2.671266)
H (3.362150, -4.678106, -1.433834)
H (-0.599984, -3.819074, 1.266133)
H (0.364122, -5.070513, 2.026746)
H (0.302252, -2.134132, 2.605497)
H (0.996826, -3.410408, 3.581709)
H (3.032453, -1.993339, 2.518131)
H (3.445931, -3.194970, 0.164216)
H (-0.783584, -5.420179, -0.463646)
H (-0.680947, -7.575900, -1.702621)
C (-3.771400, -1.740874, -3.845022)
C (-3.053925, -1.017774, -2.732949)
C (-3.624802, 0.066187, -2.056282)
C (-2.977520, 0.713558, -0.982585)
C (-3.565426, 1.931341, -0.314424)
C (-1.738919, 0.203957, -0.560100)
N (-0.919314, 0.878818, 0.417237)
C (-1.244757, 1.233096, 1.732645)
C (-2.434005, 0.792033, 2.453361)
C (-3.062514, 1.695231, 3.343355)
C (-4.330715, 1.389019, 3.844258)
C (-4.922423, 0.153562, 3.537082)
C (-4.209924, -0.814411, 2.813116)
C (-2.951482, -0.514249, 2.303940)
N (-0.297963, 1.964225, 2.265332)
N (0.735317, 2.013698, 1.328784)
C (1.948233, 2.726737, 1.685470)
C (2.542477, 2.412571, 2.924052)
C (2.030371, 1.300003, 3.774658)
C (3.676119, 3.115352, 3.350470)
C (4.239586, 4.149746, 2.598426)
C (5.482504, 4.871972, 3.053038)
C (3.626219, 4.458794, 1.380110)
C (2.484012, 3.788833, 0.918828)
C (1.860443, 4.248983, -0.358618)
C (0.367465, 1.341573, 0.230071)
C (1.290151, 0.834425, -0.803883)
O (2.097123, -0.093733, -0.531179)
C (1.184217, 1.360129, -2.180287)
C (2.259806, 0.930999, -3.095633)
C (-0.018606, 1.983888, -2.650236)
C (-0.732583, 2.949074, -1.892568)
C (-1.780777, 3.679398, -2.450710)
C (-2.294257, 3.301063, -3.699206)
C (-1.671089, 2.284784, -4.438595)
C (-0.508859, 1.692090, -3.959925)
C (-1.211596, -0.941168, -1.151874)
C (-0.177397, -1.765241, -0.474122)
C (-1.815661, -1.473984, -2.294348)
H (-3.164371, -2.563964, -4.237772)
H (-4.725144, -2.181784, -3.522232)
H (-4.000194, -1.081617, -4.690261)
H (-4.594741, 0.424527, -2.405165)
H (-2.761347, 2.602904, 0.022282)
H (-4.206411, 2.515658, -0.994915)
H (-4.169181, 1.694416, 0.580944)
H (-2.568050, 2.638689, 3.575242)
H (-4.864267, 2.120756, 4.460015)
H (-5.929666, -0.072373, 3.902502)
H (-4.652581, -1.795054, 2.631226)
H (-2.359266, -1.270895, 1.788091)
H (2.579953, 1.320046, 4.721589)
H (0.964198, 1.404559, 3.998595)
H (2.197711, 0.313515, 3.318983)
H (4.147715, 2.818960, 4.285770)
H (5.837375, 5.560743, 2.277584)
H (5.323806, 5.461935, 3.966772)
H (6.296247, 4.167374, 3.272544)
H (4.053790, 5.248393, 0.757083)
H (2.509323, 4.991765, -0.837540)
H (1.736684, 3.424286, -1.071979)
H (0.885972, 4.734905, -0.198669)
H (2.274967, 1.530858, -4.019553)
H (3.216437, 1.052694, -2.563305)
H (2.154471, -0.140807, -3.338984)
H (-0.395161, 3.155358, -0.869703)
H (-2.202734, 4.528249, -1.895237)
H (-3.191016, 3.795323, -4.079641)
H (-2.089472, 1.968389, -5.403417)
H (0.025011, 0.945282, -4.556562)
H (-0.677875, -2.658017, -0.051243)
H (0.625090, -2.132444, -1.141486)
H (0.261765, -1.224638, 0.363434)
H (-1.328599, -2.311898, -2.797038)

Cartesian forces (eV/Å) of the 6 atoms listed first:
0.0014 0.4044 0.1800
-0.0897 0.6793 0.2773
-0.1912 0.1983 -0.0312
-0.1652 -0.5185 0.1531
-0.5718 0.1707 -0.0425
0.0908 -1.2755 0.7487